C3H3FKO2 | ωB97M-V with the def2-TZVPD basis set

Each line ends with the natural charge from an NBO analysis.
Positions of all 10 atoms, in Å:
F  -0.8966  -2.5551  4.4417  -0.60
H  -1.4397  -2.6730  5.2402  0.60
H  1.5729  1.5113  -2.4616  0.31
O  0.1944  1.4300  -0.6952  -0.44
O  0.3855  -0.6024  -1.3437  -0.50
C  0.4070  1.4505  -2.1213  -0.31
C  0.5898  0.0704  -2.4644  0.28
C  0.0740  0.2334  -0.2717  0.38
H  -0.3724  2.0094  -2.6537  0.29
K  -0.5149  -0.8745  2.3297  0.98

Summary:
total charge: +1



CH3IOS2 | ωB97M-V with the def2-TZVPD basis set

Each line ends with the natural charge from an NBO analysis.
Positions of all 8 atoms, in Å:
O  0.4676  -0.9174  0.4859  -0.65
C  -0.3032  0.1453  0.2627  -0.12
S  -2.2979  -0.0085  0.1312  0.01
S  -2.7596  -1.1120  1.7067  -0.08
I  -2.5968  0.2696  3.6696  0.01
H  0.4852  -1.3770  -0.3956  0.47
H  -0.0654  0.8488  -0.5308  0.17
H  -0.1765  0.7217  1.1358  0.18

Summary:
SMILES string: OCSSI



C3H8F2NO | ωB97M-V with the def2-TZVPD basis set

Each line ends with the natural charge from an NBO analysis.
Positions of all 15 atoms, in Å:
C  -0.5939  -1.1032  -0.6265  -0.46
N  0.0343  -0.3036  0.4021  0.15
C  -1.0489  0.4802  1.1091  -0.41
F  0.6172  -1.1557  1.2420  -0.15
C  1.1959  0.4586  -0.3650  0.61
O  0.9811  0.9668  -1.5563  -0.65
F  1.6477  1.3871  0.5731  -0.33
H  -1.3375  -1.5011  -0.0230  0.23
H  -0.9361  -0.6189  -1.4867  0.27
H  0.0559  -1.9382  -1.0717  0.27
H  -1.2272  1.2979  0.5021  0.24
H  -1.9324  -0.0834  1.2585  0.25
H  -0.5363  0.6707  2.1100  0.27
H  2.1703  -0.4360  -0.5201  0.21
H  0.9099  1.8790  -1.5475  0.52

Summary:
SMILES string: C[N+](C)(F)[C@@H](O)F
total charge: +1



Results for relative energy (zero: lowest compared OMol25 entry of this formula, charge and spin): 0.00 0.27 87.39 (in kcal per mole, following the order of the records).
Results for F_max: 2.61 3.49 6.33 (in eV/A, following the order of the records).